[1]
Molecular formula: C26H79N17O11
Method: DFT, ωB97M-V/def2-TZVPD

Geometry as XYZ:
```
133
Properties=species:S:1:pos:R:3:forces:R:3:lowdin_charge:R:1
C 16.55746 5.13945 1.35085 0.54 0.67 -0.22 -0.61
O 15.91092 4.81684 0.34963 -0.36 0.24 0.66 -0.02
N 17.89191 4.89147 1.45051 -0.72 -0.07 -0.12 0.18
N 16.09191 5.85167 2.41652 0.00 -0.29 0.00 0.17
H 18.28573 4.42759 0.64263 0.30 -0.04 0.30 0.05
H 18.40089 5.47368 2.10100 0.46 -0.31 -0.04 0.06
H 16.78148 6.04229 3.12602 -0.32 -0.03 -0.01 0.05
H 15.16757 6.22784 2.50709 -0.10 -0.24 -0.32 0.11
C 19.69169 -0.54136 0.15680 -0.52 -0.55 -1.60 -0.70
O 19.79597 -1.69651 -0.27200 0.14 0.98 0.26 0.00
N 20.00710 -0.24345 1.43185 0.39 -1.77 0.21 0.15
N 19.25482 0.50055 -0.59548 -0.08 0.42 0.13 0.15
H 19.98267 0.63517 1.90415 0.17 0.07 0.03 0.10
H 20.39951 -1.12511 1.75303 0.03 0.85 1.16 0.12
H 19.10088 0.40897 -1.58088 -0.10 -0.33 0.09 0.09
H 19.03089 1.37480 -0.15183 0.03 0.22 -0.27 0.06
C 25.27435 4.98369 -0.80700 -0.98 -0.99 2.45 -0.69
O 26.24049 4.29857 -0.49505 0.05 0.24 -1.04 0.04
N 24.97341 6.12330 -0.09214 -0.95 -1.70 1.07 0.12
N 24.32379 4.66402 -1.73960 1.33 0.34 0.84 0.19
H 24.10116 6.60230 -0.24284 0.29 0.60 0.11 0.08
H 25.61932 6.36588 0.63362 -0.24 0.10 0.31 0.12
H 23.49322 5.21967 -1.67963 -0.58 -0.55 -0.91 0.08
H 24.53771 3.85643 -2.29375 -0.77 0.06 -0.10 0.08
C 25.83435 8.26467 -2.43244 0.88 0.17 1.03 -0.67
O 26.12225 9.14799 -1.61789 -0.32 -0.02 -0.50 0.00
N 25.40353 8.52281 -3.69455 -0.47 0.89 -0.80 0.15
N 25.94781 6.96011 -2.12415 0.97 0.56 -2.26 0.15
H 25.13421 9.47376 -3.87215 0.21 0.03 0.00 0.10
H 25.34084 7.85310 -4.45287 0.24 -0.08 0.60 0.06
H 26.25413 6.67119 -1.21500 0.29 0.89 -0.77 0.07
H 25.48681 6.29548 -2.72567 0.30 0.02 0.03 0.07
C 19.62993 4.48733 -5.51274 -0.61 1.20 -2.10 -0.60
O 20.71259 4.90598 -5.94685 -2.76 1.56 -2.37 0.03
N 19.40606 3.20767 -5.15676 -0.98 -0.01 -1.63 0.15
N 18.55002 5.31837 -5.46879 -0.37 -0.79 1.05 0.19
H 20.14334 2.50581 -5.15981 0.10 0.03 -0.22 0.07
H 18.50167 3.00549 -4.75204 -0.08 -0.21 -0.29 0.09
H 17.71167 4.91473 -5.07250 -0.40 0.15 -0.27 0.05
H 18.53834 6.20967 -5.91843 0.34 0.06 -0.10 0.11
C 16.25532 4.19505 -2.97803 0.23 -0.96 -0.51 -0.67
O 16.50012 3.67743 -4.07822 0.07 0.53 0.09 -0.02
N 16.78323 5.36716 -2.55942 -0.05 1.15 0.31 0.17
N 15.52272 3.56051 -2.03367 0.00 0.14 -0.07 0.17
H 17.19335 6.05112 -3.16953 0.03 -0.34 -0.32 0.10
H 16.58942 5.68289 -1.62114 -0.22 -0.01 0.00 0.09
H 15.43549 2.56768 -2.16401 -0.18 0.01 0.04 0.12
H 15.55932 3.96048 -1.09735 -0.32 -0.47 -0.02 0.04
C 23.83218 10.65093 0.44681 0.58 -0.13 -0.06 -0.06
C 22.35273 10.52903 0.11079 -0.06 -0.86 0.34 -0.42
C 22.03643 9.01804 -0.01668 0.50 1.33 0.76 -0.20
O 22.94988 8.36120 -0.88254 -0.97 -0.04 -0.18 -0.21
C 22.53886 8.53857 -2.22702 0.07 -0.77 -0.38 -0.10
N 21.60770 11.16002 1.23489 1.19 -0.40 -0.59 0.04
H 24.53949 10.37546 -0.33635 -0.32 0.23 -0.40 0.05
H 24.09411 9.92700 1.22434 -0.31 0.14 0.27 0.09
H 24.09626 11.63846 0.82795 -0.08 0.09 -0.08 0.08
H 22.05343 11.02192 -0.81915 0.41 0.03 -0.24 0.13
H 20.98699 8.94410 -0.31749 0.00 -0.62 -0.11 0.11
H 22.20706 8.63241 0.99049 -0.25 -0.33 -0.05 0.12
H 21.52051 8.15988 -2.36279 -0.22 0.28 0.08 0.09
H 23.15244 7.90520 -2.86791 0.20 0.19 0.18 0.06
H 22.62456 9.57244 -2.56850 -0.03 0.02 0.09 0.09
H 21.95455 12.10166 1.09513 -0.81 0.42 0.76 0.07
H 20.60139 11.07492 1.17566 0.09 0.21 -0.22 0.04
C 23.09402 -0.76973 -5.38035 0.83 -0.18 0.12 -0.05
C 22.72919 0.64923 -4.98762 -0.48 -0.07 1.16 -0.41
C 23.54437 1.76687 -5.62352 -0.11 -0.21 -2.11 -0.23
O 24.93957 1.75404 -5.47413 0.35 -0.12 0.59 -0.17
C 25.40081 1.94277 -4.15380 0.03 0.04 0.33 -0.10
N 21.29589 0.94260 -5.26634 -0.35 -1.46 -1.09 0.03
H 24.06519 -1.04872 -4.96287 0.03 0.10 -0.02 0.08
H 23.19440 -0.90632 -6.45967 -0.22 0.15 -0.05 0.09
H 22.38930 -1.50357 -4.98722 -0.17 0.13 -0.02 0.08
H 22.78879 0.73697 -3.89619 0.36 -0.01 0.05 0.14
H 23.07322 2.71954 -5.35035 1.52 -1.14 -1.30 0.05
H 23.44545 1.69957 -6.71293 -0.31 -0.21 -0.04 0.15
H 25.39469 1.01785 -3.57048 0.03 -0.08 -0.06 0.10
H 24.80337 2.67578 -3.60089 -0.11 -0.07 -0.26 0.06
H 26.41532 2.33667 -4.19735 0.03 -0.17 -0.03 0.09
H 21.13353 0.38101 -6.11084 -0.03 0.93 -0.63 0.09
H 20.69886 0.32977 -4.70430 0.42 0.35 0.86 0.09
C 27.59275 4.28279 -7.44340 -0.07 -0.87 0.49 -0.07
C 26.49910 5.25970 -7.05892 1.94 1.14 1.21 -0.41
C 26.24685 5.14294 -5.51103 -1.15 -0.64 -2.04 -0.14
O 25.28300 6.06932 -5.00482 0.25 -0.31 -0.32 -0.24
C 24.05143 6.05263 -5.70098 -0.27 0.71 -1.15 -0.10
N 27.04321 6.61765 -7.34427 -1.37 -0.17 -0.21 0.04
H 28.53346 4.48400 -6.92227 0.04 0.66 -0.27 0.08
H 27.72885 4.30073 -8.52157 0.22 -0.15 0.04 0.08
H 27.41759 3.26614 -7.07476 -0.55 -0.09 -0.46 0.08
H 25.62499 5.17447 -7.69943 -0.14 -0.40 0.26 0.13
H 27.21632 5.31309 -5.05135 -0.19 0.00 0.48 0.14
H 25.84363 4.13500 -5.36764 0.31 -0.05 0.41 0.10
H 23.51486 5.10141 -5.72916 0.61 0.55 -0.11 0.06
H 24.12387 6.34161 -6.75554 0.49 0.11 -0.04 0.09
H 23.43323 6.84109 -5.27283 -0.20 -0.31 0.39 0.10
H 27.82568 6.84766 -6.74179 0.00 -0.17 0.12 0.07
H 26.26279 7.20103 -7.04808 0.46 0.64 -0.16 0.05
C 20.73396 4.40943 -0.36327 0.83 0.62 -0.65 -0.04
C 19.77629 4.19224 -1.52254 -0.73 0.94 0.12 -0.38
C 20.45195 3.58986 -2.75004 -0.39 0.53 0.35 -0.21
O 21.51357 4.40922 -3.19005 -0.02 0.45 1.30 -0.14
C 22.16851 3.96018 -4.36111 0.90 -1.53 2.24 -0.16
N 18.58021 3.39498 -1.17341 1.19 -1.40 0.21 0.04
H 21.37592 5.26227 -0.61756 -0.16 0.10 -0.03 0.06
H 21.47016 3.60741 -0.27869 -0.42 -0.36 0.45 0.09
H 20.24110 4.69242 0.56012 0.09 -0.37 0.21 0.05
H 19.34749 5.16122 -1.80577 0.50 0.20 -0.20 0.13
H 19.69517 3.50578 -3.53983 0.69 0.19 1.71 0.06
H 20.79814 2.56654 -2.55459 0.25 -0.19 0.32 0.13
H 21.48634 4.19603 -5.18358 2.23 -0.96 0.29 -0.04
H 22.42300 2.89523 -4.36292 -1.34 0.85 2.23 0.04
H 23.12608 4.46310 -4.49340 -0.51 -0.17 1.10 0.06
H 18.62786 2.62076 -1.82581 -0.66 -0.23 0.25 0.06
H 17.66467 3.81105 -1.25978 0.53 0.32 -0.22 0.02
C 18.20091 9.23748 4.40103 -0.63 1.11 -0.90 -0.06
C 18.12494 8.18873 3.23893 1.73 2.45 2.91 -0.41
C 19.20292 8.51783 2.20543 -1.20 -0.54 -1.13 -0.20
O 19.10098 9.78836 1.59515 0.05 0.62 0.76 -0.23
C 17.89445 10.04537 0.90633 0.50 -0.75 -0.66 -0.08
N 18.49573 6.92820 3.91551 -1.17 -0.64 -1.37 0.02
H 19.19579 9.29810 4.84197 -0.05 -0.32 0.18 0.08
H 17.40827 9.06165 5.13109 0.31 -0.41 0.26 0.08
H 17.97969 10.26338 4.08211 0.14 -0.08 -0.34 0.08
H 17.10114 8.31138 2.89737 0.05 -1.07 -0.46 0.11
H 19.07613 7.75677 1.42156 0.40 -0.15 -0.13 0.12
H 20.20138 8.44028 2.63144 -0.01 0.10 0.08 0.13
H 17.03237 9.84155 1.54139 -0.18 0.12 -0.29 0.08
H 17.92446 9.42856 -0.00260 -0.61 -0.30 0.14 0.09
H 17.87130 11.05894 0.50880 0.19 0.20 0.57 0.09
H 19.36329 7.07418 4.41363 0.03 -0.03 0.06 0.09
H 17.76890 6.76397 4.60384 0.34 -0.13 0.37 0.08
```
Positions in Å, forces in eV/Å.

Computed properties:
HOMO = -0.2991 hartree
relative energy (zero: lowest compared OMol25 entry of this formula, charge and spin) = 141.9 kcal per mole
gap between HOMO and LUMO = 8.10 eV
charge = 0
lowest unoccupied orbital energy = 0.0 eV



[2]
Molecular formula: C26H82NO18PS2
Method: DFT, ωB97M-V/def2-TZVPD

Geometry as XYZ:
```
130
Properties=species:S:1:pos:R:3:forces:R:3:lowdin_charge:R:1
C 1.87721 1.79054 2.74435 -0.36 -0.09 0.52 -0.10
C 0.40555 1.46523 2.45113 0.43 0.44 -0.28 -0.23
C 0.07185 1.61152 0.94974 0.59 -0.17 0.20 -0.17
C -0.40408 0.32975 0.25886 -0.46 -0.15 0.64 -0.16
N -1.77921 0.49518 -0.27641 -0.23 0.39 -0.67 -0.21
C -1.91871 1.62956 -1.21222 -0.16 0.41 -0.17 -0.18
C -2.92503 2.73961 -0.77994 0.45 -0.49 0.32 -0.15
C -3.06800 2.98633 0.73040 -0.68 0.33 -0.39 -0.19
C -4.46518 3.47679 1.09522 0.88 -0.24 0.17 -0.21
O -4.53902 4.89150 0.76998 -0.45 0.01 0.06 -0.17
P -5.99936 5.52413 0.71822 -0.17 -0.34 0.44 0.30
O -7.00602 4.69838 1.38941 -0.01 -0.25 0.09 -0.23
O -5.81360 6.97662 1.31931 0.46 0.02 -0.05 -0.08
O -6.31675 5.86736 -0.78792 0.07 0.03 -0.19 -0.07
C -2.28830 -0.70961 -0.81289 -0.40 -0.34 0.58 -1.10
S -1.85677 -1.42031 -2.21368 0.32 0.10 -0.25 0.72
S -3.48316 -1.55340 0.15383 0.19 0.07 -0.30 0.94
C -4.44451 -0.25963 0.98221 -0.02 -0.06 0.50 -0.46
C -5.93260 -0.63403 0.97642 -0.14 -0.32 0.34 -0.31
C -6.44908 -0.97080 2.38042 -0.14 0.46 -0.40 -0.11
H 1.99961 2.86705 2.85806 0.19 0.09 -0.23 0.07
H 2.15723 1.34185 3.69733 0.11 -0.01 0.03 0.07
H 2.55485 1.40322 1.99123 0.07 0.00 -0.08 0.05
H 0.18334 0.47341 2.82590 -0.15 -0.13 -0.04 0.07
H -0.17731 2.18892 3.02142 -0.30 -0.16 0.11 0.10
H -0.64179 2.41309 0.82950 -0.20 0.05 -0.19 0.07
H 0.98330 1.94435 0.45276 0.01 0.11 -0.13 0.11
H -0.45617 -0.45980 1.00977 -0.06 -0.13 -0.03 0.12
H 0.28359 -0.03604 -0.50862 -0.04 0.20 -0.25 0.11
H -0.95797 2.09388 -1.42316 0.23 -0.14 0.22 0.12
H -2.25772 1.25059 -2.17378 0.02 -0.02 -0.08 0.09
H -3.89725 2.48633 -1.20625 -0.14 0.03 0.06 0.11
H -2.59578 3.66958 -1.23975 -0.14 0.03 -0.24 0.12
H -2.37493 3.76322 1.04595 0.19 -0.08 0.20 0.12
H -2.88743 2.08804 1.31169 0.21 -0.15 -0.03 0.10
H -5.23329 2.92694 0.55877 -0.14 -0.02 -0.11 0.11
H -4.62898 3.32156 2.16172 -0.15 0.28 0.06 0.11
H -5.24890 6.90421 2.10491 -0.12 0.31 -0.08 0.09
H -6.68293 5.09042 -1.23272 -0.09 0.18 -0.05 0.10
H -4.27529 0.69897 0.51799 0.20 0.03 -0.35 0.04
H -4.09237 -0.17664 2.00959 0.05 0.07 0.06 0.08
H -6.10554 -1.49810 0.33682 0.05 0.03 -0.20 0.08
H -6.51845 0.18834 0.56900 -0.03 0.03 -0.11 0.10
H -7.42303 -1.45149 2.32643 -0.02 -0.15 0.04 0.07
H -5.74540 -1.61352 2.90276 -0.03 -0.10 0.14 0.07
H -6.59326 -0.04403 2.93528 0.16 -0.06 0.26 0.07
C 0.34588 -1.01566 5.69142 0.18 -0.19 -0.24 -0.12
O 0.66846 -1.16203 4.30768 -0.08 -0.06 0.13 -0.13
H -0.30734 -0.15360 5.79458 0.02 0.05 -0.03 0.06
H -0.17219 -1.90193 6.06132 -0.02 0.05 0.13 0.06
H 1.24862 -0.84765 6.28351 -0.06 0.04 0.09 0.09
H 1.24912 -1.92303 4.21847 0.03 0.06 -0.06 0.08
C -7.04437 9.31468 -1.61508 0.12 -0.08 0.20 -0.16
O -5.87725 9.38772 -0.80609 -0.12 0.05 -0.07 -0.13
H -6.87038 9.92169 -2.50000 0.03 0.02 -0.01 0.08
H -7.24249 8.28486 -1.92477 -0.05 0.03 -0.05 0.06
H -7.91727 9.70578 -1.08481 -0.05 0.00 -0.07 0.08
H -6.03280 8.84862 -0.02474 0.10 -0.06 0.01 0.04
C 1.73854 -4.09614 -1.72705 -0.51 0.27 0.15 -0.15
O 1.10710 -2.97982 -1.07433 -0.08 -0.16 -0.23 -0.16
H 2.59214 -4.40165 -1.13470 0.09 0.08 0.09 0.07
H 1.03567 -4.93144 -1.79937 0.08 -0.06 -0.05 0.08
H 2.07867 -3.82179 -2.71984 0.09 -0.04 -0.11 0.06
H 0.34296 -2.73131 -1.61832 0.32 0.04 0.28 -0.01
C 4.76549 -1.57441 1.42094 -0.18 0.03 -0.03 -0.15
O 3.65627 -0.71194 1.64259 0.04 -0.07 0.00 -0.13
H 5.61167 -1.16488 1.96789 -0.01 0.03 0.01 0.08
H 4.56211 -2.58159 1.79158 0.06 -0.05 -0.01 0.07
H 5.01988 -1.62709 0.36130 0.07 -0.05 -0.03 0.08
H 2.90336 -1.06645 1.15845 0.00 -0.02 -0.03 0.07
C -1.94678 -3.49586 7.95758 -0.07 0.12 -0.14 -0.15
O -2.30622 -2.17984 7.54595 -0.03 -0.11 0.00 -0.14
H -1.54972 -3.42547 8.96629 0.00 0.04 0.02 0.08
H -2.81682 -4.15676 7.96394 0.04 -0.05 0.04 0.08
H -1.17861 -3.91677 7.30268 0.01 -0.06 0.05 0.07
H -2.65946 -2.24370 6.65326 -0.01 0.03 0.02 0.07
C 4.60586 -6.04917 -3.37956 0.06 0.37 -0.05 -0.14
O 4.56514 -4.70733 -2.89622 0.08 -0.08 0.02 -0.14
H 4.10029 -6.68402 -2.65424 -0.01 0.05 0.06 0.08
H 4.10223 -6.12330 -4.34242 0.05 -0.17 0.05 0.05
H 5.64251 -6.38073 -3.48563 -0.04 -0.14 -0.03 0.07
H 5.02049 -4.16033 -3.54456 0.03 -0.02 0.02 0.07
C 7.15513 -5.88166 -6.47418 0.28 0.37 -0.02 -0.16
O 7.06509 -4.55127 -5.97384 -0.23 -0.18 -0.05 -0.12
H 6.64846 -6.53155 -5.77032 -0.05 -0.02 0.01 0.05
H 6.66288 -5.96036 -7.44590 -0.01 -0.16 0.00 0.07
H 8.20181 -6.19091 -6.56393 -0.03 -0.04 -0.02 0.08
H 7.51678 -3.97332 -6.59737 0.19 0.08 0.31 0.04
C -2.68124 1.25350 6.90405 0.07 0.31 -0.10 -0.13
O -1.43115 1.91922 7.11151 -0.14 -0.09 0.15 -0.13
H -2.49358 0.18446 6.87982 0.10 0.01 0.11 0.05
H -3.37425 1.47464 7.72093 -0.12 -0.11 -0.08 0.08
H -3.12537 1.56417 5.95477 -0.11 -0.05 0.04 0.08
H -1.60444 2.86539 7.12813 0.08 0.00 -0.10 0.08
C -4.93549 5.14104 4.61554 -0.36 -0.17 -0.35 -0.16
O -5.81605 4.02693 4.58411 0.17 0.03 -0.03 -0.12
H -4.40056 5.13326 5.56129 -0.01 -0.06 0.03 0.08
H -4.20896 5.08075 3.79542 0.09 0.12 0.07 0.07
H -5.50074 6.07679 4.54271 0.11 0.08 0.04 0.08
H -6.29540 4.05111 3.74579 -0.10 0.03 0.02 0.05
C 10.20681 -1.71054 -7.07099 -0.12 -0.03 -0.07 -0.15
O 9.38065 -2.87029 -7.13188 -0.12 -0.04 -0.14 -0.13
H 10.75559 -1.73977 -6.13345 -0.03 -0.08 0.03 0.08
H 10.91434 -1.70274 -7.90274 0.04 0.09 0.03 0.08
H 9.59695 -0.80570 -7.10449 0.09 0.06 0.01 0.07
H 8.90858 -2.82658 -7.97021 0.12 0.05 -0.06 0.08
C 3.15155 -6.12478 -7.18921 0.09 -0.16 0.01 -0.14
O 4.23076 -6.78162 -6.53042 -0.25 -0.08 -0.24 -0.15
H 3.01489 -5.15935 -6.70841 0.01 0.01 0.03 0.08
H 3.37607 -5.96690 -8.24752 -0.05 0.07 0.00 0.08
H 2.22669 -6.70120 -7.10064 -0.04 0.08 -0.01 0.08
H 4.34895 -7.63562 -6.95718 0.05 0.00 0.07 0.08
C 10.08471 0.97224 -9.79363 -0.15 -0.10 -0.13 -0.15
O 9.25201 -0.18212 -9.87020 0.05 0.02 0.03 -0.14
H 10.62318 0.92626 -8.85068 -0.01 -0.03 0.02 0.07
H 10.80727 0.98990 -10.61304 0.04 0.05 0.04 0.08
H 9.48897 1.88777 -9.81638 0.06 0.04 0.03 0.08
H 8.77422 -0.14446 -10.70341 -0.01 -0.04 0.03 0.07
C -0.86439 -3.83469 -5.77838 -0.02 0.06 0.23 -0.15
O -0.18363 -3.59246 -4.55313 -0.04 -0.05 -0.11 -0.14
H -0.11669 -4.10273 -6.51998 0.05 0.00 -0.01 0.07
H -1.57383 -4.66058 -5.67863 -0.02 0.00 -0.08 0.08
H -1.39411 -2.94092 -6.11914 -0.02 -0.04 -0.07 0.08
H -0.84745 -3.35493 -3.89905 0.00 0.01 0.05 0.01
C -1.10202 3.33963 10.37105 -0.08 -0.19 -0.18 -0.17
O -1.71580 2.06287 10.28376 -0.10 0.17 0.10 -0.12
H -0.78669 3.48589 11.40098 0.00 -0.01 0.02 0.08
H -0.22371 3.39740 9.72092 0.02 0.07 0.04 0.08
H -1.80331 4.13666 10.10229 0.05 0.07 0.04 0.07
H -1.98755 1.94038 9.36850 0.22 -0.18 -0.03 0.03
```
Positions in Å, forces in eV/Å.

Computed properties:
HOMO = -0.3166 hartree
gap between HOMO and LUMO = 8.22 eV
charge = 0
lowest unoccupied orbital energy = -0.4 eV



The calculation returns the following energy values, one per record and in order: -2796.4697 -3586.4457 Eh.